--- w ---
116
Properties=species:S:1:pos:R:3:mulliken_spin:R:1 method="wB97M-V/def2-TZVPD" spin_multiplicity=3 lumo_ev="2.04 / 2.04" total_charge=-1 homo_energy_ev="-1.6217 / -4.2531"
H -3.28 2.51 3.56 0.0000
H -1.51 -0.69 -0.14 -0.0083
H -2.42 2.58 -1.57 0.0008
H -2.75 0.51 -4.71 0.0000
C 0.83 1.71 1.64 -0.0025
H -3.39 4.10 2.81 0.0000
H -0.94 -4.61 -1.55 0.0015
C -0.53 -3.78 -0.96 0.0078
H 3.36 -3.36 0.01 0.0236
C -1.21 0.13 -3.28 0.0439
C 1.87 -1.95 -5.27 0.0027
C 3.01 -4.05 -3.77 -0.0966
H 0.21 1.99 -5.86 0.0002
H -1.28 5.87 -0.09 0.0001
C 1.95 2.31 -4.70 0.0048
H 2.09 -3.25 -6.97 0.0099
C -0.43 3.23 0.24 -0.0011
H 2.14 1.26 -4.51 -0.0026
H 0.50 1.82 3.73 0.0002
H -2.85 -3.16 0.34 -0.0001
C 2.64 -2.81 -3.14 0.0144
S 4.21 2.80 -3.26 -0.0004
Cl 1.11 -0.70 -6.23 0.0060
N -0.87 -0.23 -2.04 -0.0904
H -2.58 4.18 -2.30 0.0001
C -0.81 3.95 -1.06 0.0011
N 2.57 4.56 -4.36 0.0001
C 0.03 3.57 -2.29 -0.0055
H -0.38 0.28 -3.97 -0.0001
H -0.39 -4.39 6.77 0.0001
C -0.34 -3.01 1.53 0.0259
H 3.90 0.06 -2.16 0.0119
C -0.78 3.19 2.68 0.0004
H -1.52 5.80 3.16 0.0000
H -2.75 -4.38 1.61 -0.0002
H -0.88 5.98 -1.80 0.0000
Ti 1.26 -0.32 -1.41 0.9084
C -0.09 -4.13 5.75 0.0003
H -3.58 3.94 4.56 0.0000
H -1.31 1.96 5.11 -0.0001
H -1.74 5.65 4.91 0.0000
H -4.57 0.12 -3.04 0.0007
H -0.13 2.55 -2.60 0.0104
H -1.78 4.46 1.30 0.0000
C 3.28 -3.57 -1.06 0.1523
H 3.82 -6.01 -3.35 0.0408
C 0.47 -1.89 1.22 0.0028
H -1.30 -4.08 3.09 -0.0001
H -0.50 -0.72 6.10 -0.0001
C -1.13 3.03 5.18 0.0001
O 1.01 1.58 -0.73 0.0345
C -0.22 -2.44 3.92 0.0029
H -0.45 -4.92 5.09 -0.0001
H -0.07 3.18 5.42 0.0000
O 0.77 -1.57 -0.01 -0.0257
C -3.03 3.56 3.69 0.0004
C 3.65 -4.80 -1.56 -0.0219
H -2.95 3.94 -0.58 0.0001
C -0.15 -1.72 6.35 0.0001
Se 2.15 0.34 1.92 -0.0023
Cl 3.24 -5.63 -5.98 0.0084
H 0.94 -1.70 6.39 0.0000
H 1.09 3.70 -2.10 -0.0011
H -0.65 -6.18 0.19 -0.0006
C 0.20 2.22 2.77 0.0014
H -2.78 -4.87 -0.08 -0.0006
H -0.50 -5.71 1.89 0.0007
C 0.97 -1.12 2.29 0.0062
H 1.41 6.07 -5.17 0.0000
O 1.70 -0.65 -3.27 0.0186
C -1.21 5.24 4.04 0.0002
C -0.67 -3.23 2.86 -0.0047
H 3.95 -0.67 -0.69 -0.0007
N 3.53 0.09 -1.21 0.0188
H -2.50 -3.00 6.46 -0.0001
C 0.62 -1.39 3.60 0.0009
C 2.25 -3.12 -5.91 0.0505
C 0.65 4.11 -5.65 0.0002
H 3.77 0.99 -0.80 0.0026
H -1.72 3.43 6.01 0.0000
H -3.92 -0.46 -0.68 -0.0001
C 2.80 -4.14 -5.15 0.0235
C -0.87 -4.04 0.51 -0.0165
C -2.40 -4.12 0.61 0.0016
C -1.84 -0.42 -1.13 0.0476
H 1.03 -0.75 4.38 -0.0004
C -2.52 0.25 -3.68 -0.0039
C 0.50 2.15 0.34 -0.0100
H -0.51 -1.97 7.35 0.0000
N 2.79 -2.57 -1.82 0.2020
C 2.06 -1.77 -3.90 0.1074
H -0.14 5.40 4.18 0.0000
H -0.19 4.46 -6.23 0.0000
H 4.03 -5.56 -0.89 0.0003
C 3.53 -5.06 -2.93 0.4602
H 1.00 -4.13 5.71 0.0000
H -2.61 -1.84 5.13 0.0000
C 2.87 3.24 -4.14 0.0004
C -2.28 3.64 -1.40 -0.0005
C -2.18 -2.80 5.44 0.0004
H -0.96 -2.86 -1.33 0.0070
C -0.64 5.46 -0.87 0.0000
C 0.89 2.73 -5.44 -0.0002
C -3.18 -0.29 -1.45 -0.0062
C -1.52 3.75 3.89 0.0005
C -0.65 -2.76 5.35 0.0004
H 0.82 -5.38 0.76 -0.0020
C -1.04 3.68 1.40 -0.0021
H -0.26 4.23 -3.12 0.0004
H 3.21 5.22 -3.94 0.0000
C -3.53 0.03 -2.75 0.0112
C -0.27 -5.41 0.86 0.0065
H 0.39 5.70 -0.61 -0.0001
H -2.61 -3.57 4.80 0.0000
C 1.51 5.00 -5.09 0.0000
H 0.54 -3.74 -1.14 0.0206

---

--- x ---
116
Properties=species:S:1:pos:R:3:mulliken_spin:R:1 method="wB97M-V/def2-TZVPD" spin_multiplicity=3 lumo_ev="2.15 / 2.14" total_charge=-1 homo_energy_ev="-2.5097 / -4.3001"
H -4.33 2.60 4.25 0.0046
H 3.36 -0.36 -5.60 0.0000
H 3.98 -2.34 0.11 -0.0008
H -1.93 -5.40 0.99 -0.0001
N 0.00 0.04 3.43 -0.0217
C 2.27 0.12 -1.59 -0.0197
C 0.86 0.19 4.45 0.0340
H 5.52 -2.94 -4.24 0.0000
C 4.44 -1.77 -1.91 -0.0009
H -3.38 3.07 0.80 -0.0239
C -3.81 5.02 1.00 0.0082
H 2.23 2.64 -2.72 -0.0022
H -5.05 0.10 -1.27 0.0001
H 6.23 -2.66 0.00 0.0000
H 7.45 -3.28 -1.11 0.0000
H 7.04 -3.45 -3.50 0.0000
C 1.45 4.50 4.10 0.0179
H 4.56 -0.95 -3.88 0.0000
C -2.69 3.88 4.82 0.4638
C 2.70 -0.78 -0.57 0.0102
C -0.63 3.38 3.62 0.0898
C 2.84 2.39 -3.58 0.0006
H -1.72 -0.85 2.73 -0.0040
H 0.51 0.87 -3.53 -0.0005
H 1.39 -0.29 6.46 -0.0005
H 4.55 -4.34 -0.91 0.0000
C 3.47 0.67 -5.24 -0.0001
O 1.36 2.65 2.56 -0.0282
C 0.76 3.51 3.41 0.0290
H -3.79 -0.20 -3.56 0.0000
H -1.54 1.19 -2.04 0.0008
H -5.48 2.11 1.04 -0.0038
C -1.30 -1.45 4.76 0.0062
H 1.70 0.84 4.26 0.0017
C -1.06 -0.76 3.59 0.0257
C -2.95 -0.41 -1.58 0.0002
H 3.88 2.57 -3.33 0.0001
C 4.04 -0.90 -2.93 0.0002
H -2.06 -5.00 -2.75 0.0000
C -0.88 -3.51 -0.68 0.0008
H -3.03 1.38 2.54 -0.0021
C 0.17 -2.94 0.04 0.0051
N 0.13 2.99 0.08 0.0091
H 1.26 -5.27 -0.98 0.0000
C 6.23 -2.72 -3.44 0.0000
C 1.16 0.71 -4.38 -0.0001
H -7.00 6.07 1.69 0.0002
N -4.16 3.70 0.92 0.0150
H 0.35 -6.55 -1.78 0.0000
H 2.56 3.06 -4.41 0.0000
H -4.14 -0.20 0.23 -0.0003
O -1.04 0.43 0.57 -0.0685
C -0.91 -5.02 -0.90 0.0000
H 4.22 -4.41 -2.63 0.0000
C -2.58 2.17 3.13 0.3298
C 0.16 -1.60 0.36 -0.0058
C -1.89 -1.27 -0.89 -0.0045
H 1.01 -0.31 -4.74 0.0000
C -4.93 5.88 1.28 0.0008
C -5.40 3.18 1.12 0.0064
C -6.45 3.99 1.39 0.0000
C 6.64 -2.56 -1.00 0.0000
H 3.15 1.34 -6.04 0.0000
H -1.07 -6.80 0.34 0.0000
H 0.51 -4.96 -2.54 0.0000
N -1.27 2.44 2.85 0.1858
Se 1.76 -0.77 1.08 0.0122
H 7.05 -1.55 -1.09 0.0000
Ti 0.14 1.41 1.68 1.0297
H -2.60 1.57 -0.71 0.0019
H 1.02 -3.53 0.34 -0.0018
C -1.03 -5.72 0.47 0.0001
C 5.00 -4.21 -1.89 0.0000
H -2.19 -0.96 -3.54 0.0001
H 0.77 2.55 -0.59 -0.0342
H -0.58 -1.80 6.76 0.0012
C -3.15 -0.90 -3.02 -0.0004
C -3.29 2.85 4.08 -0.1397
C -1.86 -2.65 -1.15 -0.0002
H -3.62 -1.88 -3.07 -0.0001
C -0.54 5.13 5.26 -0.0132
C -4.27 -0.52 -0.81 0.0007
H -2.09 -6.54 -1.88 0.0000
H -3.24 4.44 5.56 0.0410
H 5.78 -4.96 -2.01 0.0000
H 4.53 0.85 -5.06 0.0000
C 3.73 -1.69 -0.72 -0.0016
H 6.65 -1.73 -3.63 0.0000
C 2.63 0.93 -3.99 0.0003
C -1.31 4.16 4.59 -0.0778
Cl 3.16 4.70 3.82 0.0031
Cl -1.32 6.15 6.46 0.0046
C 0.80 5.32 5.01 0.0413
H 1.35 6.08 5.54 0.0065
C 0.38 -5.48 -1.59 0.0001
H -3.25 1.58 -2.36 0.0002
H -4.72 6.94 1.35 -0.0009
C 3.01 0.02 -2.82 0.0014
C -0.42 -1.29 5.82 0.0142
H -2.64 -3.05 -1.79 -0.0001
C -2.10 -5.45 -1.76 -0.0001
C -6.18 5.39 1.47 0.0018
H -0.74 3.19 -0.42 0.0044
C -0.94 -0.77 0.01 -0.0190
C 5.56 -2.80 -2.07 0.0002
H 0.88 1.40 -5.19 0.0000
H -3.05 -5.18 -1.30 0.0000
H -2.16 -2.10 4.83 -0.0005
H -0.17 -5.48 1.10 0.0000
O 1.30 0.92 -1.41 0.0641
C -2.56 1.07 -1.67 -0.0045
C 0.68 -0.45 5.66 -0.0040
H -7.44 3.58 1.54 0.0000
H -4.63 -1.56 -0.79 0.0002
H 0.51 3.87 0.38 0.0078
S -2.24 5.49 0.80 0.0025

---

Which structure is the least stable? The one labeled x.

---

--- w ---
19
Properties=species:S:1:pos:R:3:mulliken_charge:R:1 method="wB97M-V/def2-TZVPD" spin_multiplicity=1 lumo_ev=-3.80 total_charge=+1 smiles=C[C@H]1C[C@@H](N)N1[NH3+] homo_energy_ev=-13.7576
H 1.12 -1.91 0.16 0.2998
C 0.78 0.29 -0.45 -0.2115
H 0.63 -1.70 -1.53 0.2748
H 2.15 0.42 1.23 0.3130
N -1.48 -1.95 0.85 -0.5645
H -1.18 2.24 1.02 0.3765
H -2.18 1.56 -0.39 0.3886
H -2.47 -1.65 1.09 0.2685
H -0.85 -2.03 1.70 0.2866
H -1.53 -0.97 -0.98 0.5290
H 1.98 1.87 -0.17 0.2764
C 2.15 0.74 0.14 -1.2215
C -0.96 -1.06 -0.08 -0.1426
H -0.59 2.24 -0.66 0.4315
H 0.68 0.72 -1.43 0.6216
N -0.44 0.46 0.34 -0.2848
C 0.51 -1.24 -0.53 -0.6974
N -1.19 1.72 0.09 -0.3070
H 2.88 0.23 -0.39 0.3630

---

--- x ---
19
Properties=species:S:1:pos:R:3:mulliken_charge:R:1 method="wB97M-V/def2-TZVPD" spin_multiplicity=1 lumo_ev=-3.66 total_charge=+1 homo_energy_ev=-13.5492
N -1.11 -0.26 0.22 -0.1894
C -1.35 -1.02 1.31 0.1396
H 1.17 -1.71 -1.65 0.2479
H 0.04 -0.91 -2.49 0.2093
N 0.52 -0.88 -1.69 -0.5842
H -0.82 1.47 -0.90 0.2452
H -1.60 0.28 3.04 0.3154
H -0.73 -0.97 -0.52 0.4033
C 1.12 1.03 -0.15 -0.4750
H 0.76 1.13 -2.31 0.3851
N -1.19 -0.70 2.61 -0.4074
H 1.79 0.70 0.65 0.3240
H 1.53 2.04 -0.20 0.3315
H -1.56 -2.10 1.16 0.3486
H 2.23 0.26 -1.91 0.3892
H -1.05 -1.43 3.36 0.2745
H -0.61 1.61 1.01 0.3130
C 1.23 0.42 -1.62 -0.7608
C -0.36 1.06 0.07 -0.5098

---

--- y ---
19
Properties=species:S:1:pos:R:3:mulliken_charge:R:1 method="wB97M-V/def2-TZVPD" spin_multiplicity=1 lumo_ev=-3.75 total_charge=+1 homo_energy_ev=-13.4391
H -1.75 0.28 -2.06 0.3255
H 0.05 -2.63 1.02 0.2667
H -1.48 1.58 0.44 0.2719
H 1.79 1.07 -2.37 0.3408
N 0.18 -0.19 -1.67 -0.2318
C -0.72 0.44 -2.32 -0.3698
C -0.44 -0.77 1.40 0.1247
H -1.51 -0.87 1.19 0.3813
N 0.33 -1.81 1.50 -0.2619
H -0.53 1.12 -3.18 0.2577
H -1.82 1.29 2.22 0.3389
H 1.29 -1.71 1.77 0.2556
H 1.99 -0.63 -2.69 0.3137
N -0.03 0.49 1.58 -0.2082
H -0.56 2.48 1.72 0.3159
H 2.18 -0.03 -1.04 0.2442
H 0.88 0.76 1.28 0.2928
C 1.57 0.09 -1.95 -0.8524
C -1.05 1.54 1.51 -0.8055

---

--- z ---
19
Properties=species:S:1:pos:R:3:mulliken_charge:R:1 method="wB97M-V/def2-TZVPD" spin_multiplicity=1 lumo_ev=-3.04 total_charge=+1 homo_energy_ev=-11.7673
H -1.78 1.51 0.23 0.3265
H 2.51 -0.67 1.33 0.3393
C -1.65 0.44 0.18 -0.3439
H -2.79 -1.24 0.55 0.2075
N 2.22 -0.40 0.43 -0.2453
H 2.98 -0.60 -0.21 0.3712
H 1.03 0.49 -1.68 0.3189
C 0.61 0.92 -0.76 -0.8475
H 0.17 1.87 -1.04 0.3994
C 1.77 1.03 0.22 -0.5745
H -0.74 -2.03 0.15 0.2008
H 1.48 1.48 1.17 0.3322
C -0.44 0.00 -0.20 0.4437
H 1.42 -1.05 0.20 0.3579
H -3.40 0.19 1.12 0.2579
N -2.81 -0.24 0.42 -0.4819
H 2.62 1.58 -0.18 0.3470
H -0.28 -1.71 -1.39 0.1976
N -0.18 -1.41 -0.42 -0.6069

---

Which structure is the least stable? The one labeled w.

---

--- w ---
19
Properties=species:S:1:pos:R:3:mulliken_charge:R:1 method="wB97M-V/def2-TZVPD" spin_multiplicity=1 lumo_ev=-3.83 total_charge=+1 homo_energy_ev=-13.7861
N 0.81 0.21 -0.52 -0.1875
C -2.07 -0.25 0.33 -0.4812
H -1.60 1.71 1.01 0.2513
C 2.00 0.75 -0.64 0.0190
H -3.02 -0.39 -0.18 0.3076
H -0.09 0.91 -0.38 0.4015
C -1.09 -1.21 -0.39 -0.7969
H 0.85 -1.99 -0.07 0.3464
H -1.47 -2.18 -0.14 0.4198
N 2.96 0.60 0.29 -0.3363
H -2.10 1.70 -0.50 0.2537
H 3.94 0.72 0.09 0.2472
H -1.02 -1.14 -1.49 0.3235
N -1.57 1.13 0.16 -0.6334
H 2.62 0.59 1.25 0.2506
C 0.33 -0.99 0.14 -0.4886
H -2.21 -0.53 1.39 0.3365
H 0.42 -0.85 1.21 0.3513
H 2.30 1.21 -1.56 0.4152

---

--- x ---
19
Properties=species:S:1:pos:R:3:mulliken_charge:R:1 method="wB97M-V/def2-TZVPD" spin_multiplicity=1 lumo_ev=-4.80 total_charge=+1 homo_energy_ev=-12.8239
H 2.12 -1.85 1.18 0.2837
H -2.65 -0.59 -1.37 0.3342
C 0.31 1.55 -0.17 -1.2402
C -1.87 0.29 0.34 -0.3219
N 3.13 0.25 0.12 -0.2737
H -1.22 0.88 -1.55 0.3930
H -2.07 -1.77 -0.21 0.2742
N 2.16 -0.37 -0.27 0.3388
H 3.49 1.11 -0.28 0.2842
C -0.89 0.99 -0.58 -0.0815
H 1.00 1.99 -0.72 0.4890
H 3.52 0.31 1.08 0.2835
N 1.81 -1.43 0.23 -0.2591
H 0.50 1.60 0.85 0.3975
H -2.66 0.89 0.57 0.3237
H -1.37 -0.06 1.27 0.2668
H -3.69 -0.95 0.02 0.2970
C -2.61 -0.88 -0.36 -1.0867
H 0.98 -1.95 -0.14 0.2977

---

Which structure is the least stable? The one labeled x.

---

--- w ---
19
Properties=species:S:1:pos:R:3:mulliken_charge:R:1 method="wB97M-V/def2-TZVPD" spin_multiplicity=1 lumo_ev=-3.95 total_charge=+1 homo_energy_ev=-13.3082
N -1.44 -0.71 0.62 0.0075
H 2.16 -0.42 -1.79 0.4172
H 1.13 -1.59 -1.01 0.3265
N 1.69 2.27 -1.13 -0.3471
H 2.53 1.70 -1.21 0.2249
C 0.52 1.67 -0.88 0.0944
N 0.31 0.35 -0.97 -0.4658
H -2.93 -2.10 0.92 0.2855
H -0.57 0.17 2.26 0.2822
H -0.28 2.32 -0.60 0.3651
C 1.49 -0.55 -0.91 -1.2169
H -1.50 -1.30 2.58 0.3608
H -2.95 -0.92 -0.63 0.2783
C -0.82 -0.82 1.89 -0.8315
C -2.55 -1.31 0.29 -0.1455
H 2.15 -0.37 -0.04 0.3880
H -0.85 -0.26 -0.28 0.4252
H 1.83 3.25 -0.94 0.2506
H 0.09 -1.41 1.82 0.3006

---

--- x ---
19
Properties=species:S:1:pos:R:3:mulliken_charge:R:1 method="wB97M-V/def2-TZVPD" spin_multiplicity=1 lumo_ev=-4.32 total_charge=+1 smiles="CCCNC(N)=[NH2+]" homo_energy_ev=-14.7272
C 1.37 0.91 -0.99 -0.2830
H 3.51 0.60 -1.88 0.3261
H -0.50 0.02 -1.54 0.2733
C 0.17 -0.09 -0.67 -0.5144
H -0.40 1.19 0.85 0.3096
H 0.65 -1.05 -0.76 0.3014
N -0.70 0.31 0.42 -0.0808
H -2.61 0.32 2.46 0.2504
H -1.18 -2.42 0.33 0.3080
H -2.42 -2.02 1.45 0.3033
H 2.86 -0.72 -1.08 0.2835
H 3.28 0.60 -0.13 0.3033
N -2.70 0.30 1.44 -0.4933
H 1.10 1.51 -1.86 0.3970
H 1.40 1.50 -0.04 0.1529
C 2.81 0.38 -1.08 -1.1267
H -3.46 0.88 1.12 0.2354
C -1.67 -0.44 0.91 0.4309
N -1.51 -1.78 1.04 -0.3769

---

Which structure is the least stable? The one labeled x.